154
Properties=species:S:1:pos:R:3:mulliken_charge:R:1 method="wB97M-V/def2-TZVPD" spin_multiplicity=2 e_tot_ev=-63335.929 total_charge=+3
N 1.3743 0.0843 -1.3209 0.367
O 0.2993 0.5828 -0.8811 -0.412
O 1.8790 -0.7702 -0.6514 -0.503
O 1.7447 0.3064 -2.4621 -0.566
C 1.2693 3.3729 -4.1871 -1.271
C 0.5339 3.5901 -2.8164 0.316
C 1.2866 4.3003 -1.7229 -0.416
C 2.6639 3.6912 -1.3693 -0.578
N 3.3087 4.3720 -0.1881 0.595
C 4.6412 3.7303 0.2058 -0.426
C 4.7434 3.8281 1.6838 -0.715
C 3.2527 3.4205 2.0949 -0.998
C 2.4165 4.2325 1.0924 0.628
C 3.5206 5.9192 -0.4644 -1.097
H 2.1689 2.8043 -3.9514 0.165
H 1.6074 4.2776 -4.6922 0.355
H 0.8143 2.7137 -4.9264 0.354
H 0.3765 2.6007 -2.3871 -0.595
H -0.4368 4.0531 -2.9936 0.604
H 0.5415 4.4945 -0.9513 0.178
H 1.3060 5.3502 -2.0153 0.460
H 3.2828 3.9359 -2.2325 0.516
H 2.6175 2.6309 -1.1207 -0.063
H 5.3439 4.2183 -0.4695 0.472
H 4.6095 2.6709 -0.0489 0.079
H 4.9361 4.7816 2.1754 0.285
H 5.4723 3.1273 2.0908 0.469
H 3.0052 3.7702 3.0971 0.474
H 3.0259 2.3767 1.8777 0.394
H 2.2397 5.2499 1.4412 0.365
H 1.4946 3.6930 0.8750 -0.624
H 4.2999 6.2194 0.2361 0.419
H 2.5773 6.4529 -0.3484 0.397
H 3.9698 6.0211 -1.4523 0.342
C -5.5198 -4.3208 6.1163 -1.262
C -4.7508 -3.0227 5.8392 -0.523
C -4.0999 -2.8920 4.4603 0.018
C -2.5345 -3.1868 4.5110 -0.986
N -1.7957 -3.3505 3.1096 0.857
C -0.2813 -3.1547 3.1455 -1.155
C 0.0559 -2.8270 1.6953 -0.857
C -1.1243 -2.2138 0.9918 3.173
C -2.2174 -2.3267 2.0123 -0.637
C -2.2320 -4.7874 2.5194 -0.983
H -5.9323 -4.2948 7.1249 0.384
H -4.8079 -5.1451 6.0741 0.300
H -6.3458 -4.4996 5.4279 0.344
H -3.9198 -2.9260 6.5378 0.317
H -5.4890 -2.2238 5.9105 0.345
H -4.3160 -1.8980 4.0685 0.022
H -4.5546 -3.6294 3.7988 0.311
H -2.2224 -4.1125 4.9945 0.321
H -1.9745 -2.4051 5.0243 0.417
H 0.1276 -4.0443 3.6245 0.415
H -0.3378 -2.2582 3.7630 0.633
H 0.3587 -3.7373 1.1778 0.188
H 0.9470 -2.2002 1.6607 0.061
H -1.1882 -2.8337 0.0975 -0.595
H -0.8277 -1.2408 0.6001 -1.123
H -3.1997 -2.6319 1.6518 0.240
H -2.5007 -1.3739 2.4596 -0.639
H -3.2362 -4.5405 2.1747 0.433
H -2.1825 -5.6198 3.2214 0.291
H -1.5786 -4.8876 1.6528 0.356
C -7.3887 1.7186 2.1873 -1.374
C -5.8292 1.4185 2.2849 -0.561
C -5.0067 2.4956 1.5348 -0.266
C -3.6321 2.6325 2.1639 -1.068
N -2.5555 3.3075 1.2753 1.624
C -2.8811 4.5709 0.4266 -0.476
C -2.8166 5.6923 1.5555 -0.644
C -1.8249 5.0729 2.6366 -0.877
C -1.3285 3.7484 2.0824 0.213
C -2.0714 2.1768 0.3181 -0.528
H -7.9685 1.0482 2.8217 0.402
H -7.6842 1.4063 1.1857 0.338
H -7.7749 2.7309 2.3065 0.340
H -5.4134 0.4505 2.0050 0.311
H -5.6377 1.3819 3.3573 0.393
H -5.5822 3.4119 1.4032 0.318
H -4.8392 2.2453 0.4872 0.029
H -3.3377 1.6702 2.5827 0.118
H -3.8399 3.3911 2.9187 0.522
H -2.0673 4.7939 -0.2633 0.010
H -3.8120 4.4896 -0.1345 0.489
H -2.3783 6.6063 1.1550 0.435
H -3.8385 5.8672 1.8919 0.295
H -1.0119 5.7589 2.8746 0.522
H -2.2458 4.9059 3.6281 0.331
H -0.4447 3.9573 1.4796 -1.090
H -1.0928 2.9775 2.8161 0.773
H -1.5736 1.3260 0.7834 -0.097
H -1.3587 2.6342 -0.3682 -0.092
H -2.9071 1.9126 -0.3300 -0.015
C 4.0046 -3.8903 2.1646 -0.540
C 5.3713 -4.0232 1.5165 -0.822
C 5.3267 -3.6551 -0.0313 -0.499
C 4.9640 -2.1447 -0.2887 -0.416
N 5.1713 -1.6792 -1.7520 0.892
C 6.5113 -2.0969 -2.3216 -0.492
C 7.1463 -0.9500 -3.0338 -1.072
C 6.0339 0.1417 -3.1346 -0.730
C 5.2376 -0.1291 -1.9413 -0.699
C 4.1087 -2.2746 -2.7505 -0.798
H 3.2163 -3.3960 1.5968 -0.248
H 3.9411 -3.5080 3.1834 0.395
H 3.6159 -4.9010 2.2888 0.386
H 5.7704 -5.0334 1.6074 0.411
H 6.0563 -3.3718 2.0593 0.313
H 4.5062 -4.2518 -0.4297 0.308
H 6.2296 -4.0721 -0.4773 0.454
H 5.6022 -1.5306 0.3467 0.485
H 3.8970 -2.0021 -0.1178 -0.096
H 6.4758 -2.9838 -2.9542 0.336
H 7.2641 -2.2481 -1.5480 0.346
H 7.6462 -1.1837 -3.9738 0.410
H 8.0438 -0.6318 -2.5035 0.399
H 5.2474 -0.0050 -3.8749 0.355
H 6.3323 1.1744 -2.9540 0.452
H 4.2910 0.3669 -1.7265 0.322
H 5.8731 0.1552 -1.1026 0.430
H 3.0884 -1.9919 -2.4913 -0.158
H 4.2701 -3.3522 -2.7787 0.503
H 4.2394 -1.8401 -3.7416 0.485
C 0.9761 -4.6519 -2.5427 -0.669
C -0.4508 -4.2299 -3.0818 -1.100
C -0.5539 -2.7578 -3.4286 0.457
C -1.9570 -2.3345 -3.9069 -1.182
N -2.3350 -0.8162 -3.6143 0.527
C -2.6809 -0.5167 -2.1212 0.728
C -4.1164 -0.5275 -1.8678 0.277
C -4.7724 -0.7591 -3.2421 -0.930
C -3.6654 -0.4479 -4.2699 -0.632
C -1.1261 0.0528 -4.1831 -1.080
H 0.9092 -4.7226 -1.4571 0.118
H 1.7046 -3.8960 -2.8361 -0.032
H 1.3919 -5.5102 -3.0706 0.434
H -1.2685 -4.6220 -2.4770 0.498
H -0.6020 -4.7425 -4.0317 0.536
H 0.0820 -2.5791 -4.2957 0.411
H -0.3940 -2.1188 -2.5601 -0.159
H -2.6537 -2.8828 -3.2729 0.428
H -2.1189 -2.4577 -4.9778 0.436
H -2.0906 0.3622 -1.8620 -0.473
H -2.2649 -1.3177 -1.5101 -0.515
H -4.4472 0.4712 -1.5830 -0.068
H -4.3781 -1.3160 -1.1622 0.267
H -5.5932 -0.0459 -3.3186 0.449
H -5.1520 -1.7805 -3.2685 0.312
H -3.6362 0.5869 -4.6111 0.433
H -3.8198 -1.1089 -5.1228 0.341
H -1.1892 -0.0438 -5.2670 0.354
H -0.3164 -0.4055 -3.6153 0.192
H -1.3261 1.1095 -4.0062 0.518